Entry 1:
An isolated ion of composition CHN2O3P and charge -2. Source: the Open Molecules 2025 dataset; level of theory: wB97M-V/def2-TZVPD.

Calculated values
net charge: -2
LUMO: 7.36 eV
DFT total energy: -19466.18881 eV
2S+1: 1
SMILES: N#CNP(=O)([O-])[O-]

```
8
Properties=species:S:1:pos:R:3:forces:R:3
C -1.757661 -0.734105 -0.183557 0.57 0.21 0.66
N -2.791357 -1.223989 -0.381968 -1.47 -0.69 -0.79
N -0.644366 -0.242779 0.213458 1.39 2.70 1.70
O 1.806135 -0.152439 1.268486 -0.82 0.84 -0.93
O 0.887781 1.739029 -0.372398 0.07 0.00 0.84
O 1.952647 -0.352616 -1.261401 -0.47 -0.81 -0.47
P 1.270237 0.296991 -0.098001 1.15 0.08 0.50
H -0.723418 0.669908 0.815378 -0.41 -2.34 -1.52
```
Positions in Å, forces in eV/Å.



Entry 2:
A 2-piece molecular cluster, C5H11N overall. Source: the Open Molecules 2025 dataset; level of theory: wB97M-V/def2-TZVPD.

Calculated values
net charge: 0
LUMO: 1.09 eV
DFT total energy: -6849.44464 eV
2S+1: 1
SMILES: C=CC.C=CN

```
17
Properties=species:S:1:pos:R:3:forces:R:3
C 1.072622 -0.012254 -3.544340 0.19 0.64 -1.07
C 0.938336 -1.474087 -3.590119 1.55 -4.21 0.92
C 1.875943 -2.338337 -3.058199 0.45 3.36 -0.59
H 1.244838 0.213206 -2.487452 -0.56 0.62 -0.26
H 0.146783 0.422956 -4.019664 1.22 0.13 0.84
H 2.006714 0.318821 -4.065732 -0.87 -0.07 0.14
H 0.065197 -1.987628 -4.017956 -0.09 0.67 0.49
H 1.796696 -3.336247 -2.702202 -0.59 -0.89 -0.63
H 2.905934 -1.915086 -2.846561 -1.30 -0.25 0.17
C -1.438829 2.318501 4.320044 1.35 1.08 -1.24
C -0.848582 1.307913 3.674952 -6.78 -0.91 0.31
N -1.870758 0.420077 3.088113 0.05 -3.53 1.08
H -2.512768 2.087891 4.326005 0.20 1.84 0.27
H -0.840757 3.262536 4.337300 -1.13 -0.64 1.15
H 0.003249 0.855397 3.951775 3.73 -1.02 -0.40
H -2.930767 0.509372 3.415730 3.29 0.21 -0.74
H -1.613846 -0.653039 3.218313 -0.71 2.96 -0.43
```
Positions in Å, forces in eV/Å.



Entry 3:
C55H51ClF3N4O4TeTi as an isolated structure. Source: the Open Molecules 2025 dataset; level of theory: wB97M-V/def2-TZVPD.

Calculated values
net charge: 0
LUMO (alpha / beta): -0.88 / -0.88 eV
expectation value of S²: 0.788
DFT total energy: -123097.14812 eV
2S+1: 2

```
120
Properties=species:S:1:pos:R:3:forces:R:3
Ti -1.219564 -0.109442 -0.550358 -0.12 -0.54 -1.79
C 3.461961 3.338432 3.798660 0.01 0.00 0.00
C 2.444242 2.494833 3.077465 0.00 0.01 -0.01
C 1.848252 1.399161 3.676423 -0.06 0.03 0.01
C 0.881033 0.624435 3.034658 0.14 -0.04 -0.10
C 0.465427 -0.669200 3.617081 -0.11 -0.05 -0.03
O -0.475459 -1.331001 3.229136 -0.06 0.10 0.10
C 1.317599 -1.295591 4.705945 0.07 -0.02 -0.08
C 2.706318 -1.385182 4.618244 0.01 0.00 0.05
C 3.428865 -2.111582 5.557790 0.00 0.00 -0.02
C 2.768329 -2.735741 6.605972 0.00 -0.01 0.02
C 1.386497 -2.639081 6.705524 0.00 0.00 -0.01
C 0.664252 -1.936559 5.753200 0.01 -0.06 -0.01
C 0.414063 1.013545 1.742508 0.00 0.00 0.02
O -0.538200 0.380485 1.168148 0.33 0.14 0.57
C 1.073171 2.094956 1.089545 0.03 0.01 -0.02
C 2.069651 2.789082 1.770280 0.00 0.01 0.02
C 0.670468 2.534700 -0.259780 0.07 -0.07 -0.05
N -0.244576 1.953084 -0.956453 -0.13 0.33 0.21
C -0.744241 2.634088 -2.157402 0.03 -0.03 0.00
C -2.208871 3.009310 -1.966537 -0.02 -0.05 -0.03
Te -2.609194 4.689437 -0.690160 0.01 0.01 -0.01
C -2.403474 3.763084 1.196645 0.02 0.02 0.02
C -3.153288 2.638460 1.521264 0.05 -0.05 -0.02
C -3.010695 2.037255 2.763668 0.00 -0.03 -0.02
C -2.151741 2.582298 3.707540 0.02 -0.02 0.00
C -1.430011 3.727768 3.403737 0.00 -0.01 0.00
C -1.547110 4.310798 2.148586 0.01 -0.02 -0.01
C 1.469529 3.674099 -0.832017 0.02 -0.02 -0.02
C 1.276673 4.998338 -0.461762 0.00 0.00 -0.01
C 2.060268 5.998839 -1.018185 0.00 0.00 0.00
C 3.050176 5.682588 -1.937903 0.01 0.00 0.00
C 3.252722 4.359561 -2.304384 -0.01 0.01 -0.01
C 2.463695 3.360298 -1.754032 0.00 -0.01 0.02
H 3.747926 2.881482 4.746218 0.00 0.00 0.00
H 3.070281 4.333758 4.018173 0.00 0.00 0.00
H 4.366651 3.471230 3.202383 0.00 0.00 0.00
H 2.147971 1.131067 4.683106 0.00 0.00 -0.01
H 3.231811 -0.851135 3.834460 0.01 -0.01 -0.02
H 4.508358 -2.169355 5.485579 0.00 0.00 0.00
H 3.328883 -3.289177 7.347919 0.00 -0.01 0.00
H 0.868647 -3.123286 7.523042 0.00 0.00 0.00
H -0.416175 -1.893529 5.799658 0.00 0.01 -0.02
H 2.569172 3.610874 1.272827 0.00 0.01 0.00
H -0.676245 1.932410 -2.989102 0.02 0.01 0.00
H -0.159614 3.518422 -2.405183 -0.01 0.02 0.00
H -2.794708 2.162843 -1.608591 0.01 -0.02 0.01
H -2.631743 3.309889 -2.926627 0.00 0.01 0.00
H -3.835446 2.214125 0.798649 -0.01 -0.05 -0.05
H -3.568133 1.135815 2.985960 0.00 0.00 0.00
H -2.045632 2.114446 4.678322 0.00 0.00 0.00
H -0.762793 4.163084 4.137894 0.00 0.00 0.00
H -0.970020 5.197851 1.917296 0.01 0.01 0.00
H 0.499611 5.245795 0.247451 -0.01 0.00 0.01
H 1.892486 7.029740 -0.734486 0.00 0.00 0.00
H 3.659501 6.465334 -2.370504 0.00 0.00 0.00
H 4.020346 4.105360 -3.023954 0.00 0.00 0.00
H 2.609145 2.326415 -2.046750 0.00 0.01 0.00
Cl -5.573976 -4.820499 2.891781 0.00 0.00 0.00
C -4.331237 -3.942620 2.027589 -0.01 0.00 0.00
C -3.061625 -4.499614 1.923810 0.01 0.00 0.01
C -2.081863 -3.790437 1.234840 -0.02 -0.01 0.00
C -2.339606 -2.553101 0.664372 0.02 0.02 0.01
O -1.382701 -1.916658 -0.009789 0.03 -0.20 0.14
C -3.647201 -1.984949 0.771684 -0.02 -0.03 0.03
C -3.965711 -0.741630 0.204759 0.04 0.04 0.02
O -3.109437 0.023939 -0.455089 -0.38 0.20 0.25
C -4.634242 -2.725379 1.469963 -0.01 0.01 0.00
H -2.849905 -5.461308 2.368965 0.00 0.00 0.00
H -1.083626 -4.201179 1.134243 0.00 0.00 -0.01
H -4.983396 -0.362905 0.271988 0.00 0.00 0.02
H -5.634437 -2.321381 1.563396 0.00 0.00 0.00
N 3.591182 -3.196455 1.459497 -0.06 0.03 0.00
C 4.276161 -1.949193 0.972561 0.00 0.00 0.02
C 3.209408 -0.875891 0.762112 -0.01 0.06 -0.06
N 2.110452 -1.288598 -0.076788 0.12 -0.05 0.06
C 1.535751 -2.565703 0.306811 -0.10 0.16 0.01
C 2.567768 -3.666595 0.449719 0.02 -0.02 0.04
H 3.104091 -2.980086 2.338446 0.01 -0.01 0.00
H 4.270218 -3.926756 1.663463 0.00 -0.01 -0.01
H 4.778896 -2.218739 0.043749 0.00 0.01 0.00
H 5.015078 -1.659845 1.720034 0.00 0.01 0.00
H 3.682128 0.016140 0.348753 0.00 -0.02 -0.01
H 2.814094 -0.586818 1.738529 -0.05 0.06 0.10
H 2.347149 -1.280286 -1.059889 -0.04 -0.04 -0.05
H 0.791445 -2.866765 -0.423934 -0.06 0.01 -0.08
H 0.995966 -2.438863 1.252689 -0.06 -0.01 0.04
H 3.099798 -3.846327 -0.485206 -0.01 -0.01 0.00
H 2.139447 -4.597280 0.819168 -0.01 0.01 0.01
F -4.449053 1.312190 -8.115637 0.00 0.00 0.00
C -4.823077 0.280655 -7.330507 -0.01 0.00 -0.01
F -4.751596 -0.824652 -8.105848 0.00 0.00 0.01
F -6.123802 0.460070 -7.038538 0.01 0.00 -0.01
C -3.969701 0.166623 -6.105985 0.01 0.00 0.01
C -2.599545 0.371204 -6.212044 0.00 0.00 -0.01
C -1.792720 0.226200 -5.098205 0.00 0.00 0.01
C -2.340024 -0.112266 -3.854146 -0.10 0.03 0.03
C -3.723797 -0.300631 -3.763926 0.00 -0.01 0.01
C -4.529302 -0.177503 -4.882379 0.01 0.00 -0.01
C -1.508656 -0.214461 -2.674032 0.33 0.15 0.40
C -0.417936 -0.824620 -2.306560 -0.22 -0.21 0.27
H -2.166521 0.639373 -7.167315 0.00 0.00 0.00
H -0.722296 0.374044 -5.179939 0.00 0.00 0.00
H -4.153926 -0.540320 -2.799996 0.00 0.00 0.00
H -5.596872 -0.331490 -4.801484 0.00 0.00 0.00
C 2.347449 -0.497784 -3.316064 -0.01 0.02 0.02
C 1.668945 -1.826082 -3.183656 -0.03 0.00 -0.04
C 2.114963 -3.100035 -3.449206 0.04 0.00 0.07
C 1.008798 -3.976496 -3.289732 -0.01 -0.01 0.04
C -0.086313 -3.216611 -2.941654 0.00 -0.03 0.03
C -1.505509 -3.624119 -2.715391 0.00 0.01 -0.01
N 0.329264 -1.906987 -2.870675 0.21 0.20 -0.08
H 2.448987 -0.200258 -4.362323 -0.02 0.01 0.00
H 3.354310 -0.506827 -2.887747 0.01 -0.02 -0.02
H 1.762650 0.274800 -2.810520 0.02 -0.03 0.03
H 3.108503 -3.359427 -3.783316 0.00 0.00 -0.01
H 0.994958 -5.042924 -3.452021 0.00 0.00 -0.01
H -1.996225 -3.854574 -3.663381 0.00 0.00 0.00
H -2.067162 -2.831531 -2.226380 0.01 0.01 0.02
H -1.561911 -4.508792 -2.080404 0.00 -0.01 -0.01
```
Positions in Å, forces in eV/Å.



Calculated ΔE to the lowest compared entry with this formula, charge and spin (kcal/mol), listed in the same order as above: 11.11 94.18 8.25